Version 1
Computed, not measured: an isolated molecule of C4H6N2O2, with ωB97M-V with the def2-TZVPD basis set.

Last columns: bonded neighbours and bond lengths (Å).
Geometry (Å):
1 O 2.164 -0.570 -0.646  N2 1.239
2 N 1.594 0.458 -0.252  O1 1.239, N3 1.272
3 N 0.581 0.435 0.516  N2 1.272, C4 1.506, O8 1.361
4 C -0.411 1.524 0.206  N3 1.506, C5 1.463, H9 1.241, H10 1.196
5 C -1.432 0.808 -0.560  C4 1.463, C6 1.290, H11 1.074
6 C -1.535 -0.476 -0.620  C5 1.290, C7 1.342, H12 1.045
7 C -0.855 -1.410 0.064  C6 1.342, O8 1.578, H13 1.297, H14 1.241
8 O -0.081 -0.570 1.152  N3 1.361, C7 1.578
9 H -0.708 1.798 1.380  C4 1.241
10 H 0.053 2.606 -0.003  C4 1.196
11 H -2.184 1.139 -1.252  C5 1.074
12 H -2.111 -1.094 -1.235  C6 1.045
13 H 0.066 -2.280 -0.209  C7 1.297
14 H -1.604 -1.975 0.875  C7 1.241

Values from the calculation:
- HOMO energy: -9.02 eV
- SMILES string: O=NN1CC=CCO1

These are the Mulliken partial charges, in e, on atoms 1 to 5:
1 O -0.476
2 N -0.307
3 N 0.600
4 C -0.279
5 C -0.323

***

Version 2
Computed, not measured: an isolated molecule of C4H6N2O2, with ωB97M-V with the def2-TZVPD basis set.

Last columns: bonded neighbours and bond lengths (Å).
Geometry (Å):
1 C 0.419 1.762 0.340  N2 1.514, H9 1.195, H10 1.324, H11 1.293
2 N 0.107 0.438 -0.324  C1 1.514, C3 1.397, N7 1.373
3 C 1.186 -0.449 -0.292  N2 1.397, O4 1.228, C5 1.435
4 O 2.346 -0.073 -0.439  C3 1.228
5 C 0.573 -1.710 0.013  C3 1.435, C6 1.303, H12 1.137
6 C -0.700 -1.506 0.199  C5 1.303, N7 1.463, H13 1.105
7 N -1.030 -0.081 0.247  N2 1.373, C6 1.463, O8 1.379
8 O -2.127 0.311 -0.489  N7 1.379, H14 0.933
9 H 0.068 1.568 1.466  C1 1.195
10 H -0.078 2.693 -0.460  C1 1.324
11 H 1.702 1.856 0.472  C1 1.293
12 H 0.942 -2.693 0.452  C5 1.137
13 H -1.543 -2.219 0.176  C6 1.105
14 H -1.864 0.104 -1.361  O8 0.933

Values from the calculation:
- HOMO energy: -9.64 eV
- SMILES string: Cn1c(=O)ccn1O

These are the Mulliken partial charges, in e, on atoms 1 to 5:
1 C -0.769
2 N 0.071
3 C 0.497
4 O -0.629
5 C -0.404

***

Which one is most stable, and which one is least stable? version 2 is the most stable of them, while version 1 is the least stable.

***

Version 1
Computed, not measured: an isolated molecule of C4H6N2O2, with ωB97M-V with the def2-TZVPD basis set.

Last columns: bonded neighbours and bond lengths (Å).
Geometry (Å):
1 C -1.337 -1.169 0.226  N2 1.444, O6 1.761, O7 1.282, H11 1.094
2 N -1.249 0.189 0.705  C1 1.444, C3 1.395, H10 1.011
3 C -0.095 0.899 0.373  N2 1.395, C4 1.489, N8 1.268
4 C 0.660 0.128 -0.652  C3 1.489, C5 1.323, O6 1.392
5 C 1.823 0.453 -1.193  C4 1.323, H13 1.080, H14 1.079
6 O 0.022 -1.085 -0.892  C1 1.761, C4 1.392, H9 1.161
7 O -0.832 -2.151 0.877  C1 1.282
8 N 0.327 2.008 0.821  C3 1.268, H12 1.018
9 H 0.192 -1.903 -0.086  O6 1.161
10 H -1.624 0.326 1.634  N2 1.011
11 H -2.165 -1.330 -0.470  C1 1.094
12 H -0.296 2.423 1.511  N8 1.018
13 H 2.321 -0.204 -1.892  C5 1.080
14 H 2.252 1.416 -0.962  C5 1.079

Values from the calculation:
- HOMO energy: -9.63 eV

These are the Mulliken partial charges, in e, on atoms 1 to 5:
1 C 0.109
2 N -0.173
3 C 0.167
4 C 0.710
5 C -0.895

***

Version 2
Computed, not measured: an isolated molecule of C4H6N2O2, with ωB97M-V with the def2-TZVPD basis set.

Last columns: bonded neighbours and bond lengths (Å).
Geometry (Å):
1 H -2.294 -1.669 -0.146  N2 0.958
2 N -1.852 -0.959 0.321  H1 0.958, C3 1.325
3 C -1.578 -0.080 -0.632  N2 1.325, N4 1.549, H10 1.181
4 N -0.596 1.067 -0.286  C3 1.549, C5 1.484, C6 1.557
5 C 0.196 0.874 0.955  N4 1.484, C6 1.649, H11 1.178, H12 1.072
6 C 0.946 1.062 -0.502  N4 1.557, C5 1.649, C7 1.600, H13 1.074
7 C 1.504 -0.398 -0.155  C6 1.600, O8 1.274, O9 1.424
8 O 2.765 -0.575 -0.166  C7 1.274
9 O 0.700 -1.564 -0.010  C7 1.424, H14 0.931
10 H -1.931 0.032 -1.753  C3 1.181
11 H 0.337 1.850 1.599  C5 1.178
12 H 0.296 -0.078 1.437  C5 1.072
13 H 1.676 1.757 -0.873  C6 1.074
14 H -0.170 -1.318 0.210  O9 0.931

Values from the calculation:
- HOMO energy: -9.95 eV
- SMILES string: [H]/N=C/N1C[C@H]1C(=O)O

These are the Mulliken partial charges, in e, on atoms 1 to 5:
1 H 0.216
2 N -0.596
3 C 0.065
4 N -0.268
5 C -0.569

***

Which one is most stable, and which one is least stable? version 1 is the most stable of them, while version 2 is the least stable.